[1]
Molecular formula: C54H52Br4Ge2NO4S4Ti
Method: DFT, ωB97M-V/def2-TZVPD

Summary:
Lowest unoccupied orbital energy (spin up / spin down)   2.124 / 1.031 eV
Maximum force   0.030 Eh/bohr
Calculated total energy   -19337.108325 a.u.
Charge   -1
Multiplicity   3
HOMO-LUMO gap (spin up / spin down)   6.5 / 6.7 eV

Last column: Löwdin charge in e.
Positions of all 122 atoms, in Å:
1 Ti -2.5435 2.8203 -0.2268  0.791
2 Br -7.9189 6.7792 -0.7943  0.689
3 C -6.1349 6.1624 -0.7287  -0.753
4 C -5.1367 6.8196 -1.4363  -0.756
5 Br -5.5341 8.3593 -2.4537  0.690
6 C -3.8257 6.3332 -1.3963  -0.636
7 Br -2.4025 7.1788 -2.3034  0.765
8 C -3.5209 5.1851 -0.6874  -0.392
9 O -2.3184 4.6251 -0.6145  -0.243
10 C -4.5337 4.5149 0.0530  -0.401
11 O -4.1295 3.4437 0.7154  -0.181
12 C -5.8227 5.0243 0.0266  -0.635
13 Br -7.1262 4.1050 1.0398  0.753
14 C 4.9624 -2.3169 -4.6336  -0.057
15 C 4.4647 -1.4326 -3.5192  -0.271
16 C 4.0988 -0.1166 -3.7670  -0.011
17 C 3.7718 0.7552 -2.7353  -0.225
18 C 3.3777 2.1794 -3.0306  -0.018
19 C 3.8083 0.2882 -1.4167  -0.205
20 C 4.0871 -1.0570 -1.1553  -0.247
21 C 4.0110 -1.5880 0.2517  -0.026
22 C 4.4180 -1.8965 -2.2104  -0.023
23 C 3.7153 1.2631 -0.2909  -0.222
24 C 4.9274 1.8871 -0.0022  -0.042
25 C 5.0289 2.8123 1.0068  -0.067
26 C 3.9101 3.1245 1.7469  -0.052
27 C 2.6710 2.5395 1.4925  -0.201
28 C 2.5524 1.5733 0.4462  -0.175
29 Ge 0.7879 0.8182 -0.2058  0.057
30 S -0.3211 2.4803 -1.0885  0.276
31 S 0.8138 -0.8560 -1.7269  0.268
32 Ge -1.1542 -1.4645 -0.6239  0.560
33 S -3.6818 -0.1317 -1.7839  0.631
34 S -0.1904 -0.5803 1.3265  0.319
35 C -1.1801 -3.4971 -0.3521  -0.207
36 C -1.0616 -4.3412 -1.4680  -0.229
37 C -1.2243 -5.7165 -1.3121  -0.040
38 C -1.5138 -6.2574 -0.0706  -0.070
39 C -1.6402 -5.4273 1.0299  -0.040
40 C -1.4929 -4.0483 0.8973  -0.235
41 C -1.6677 -3.1925 2.1094  -0.199
42 C -0.6276 -3.0375 3.0294  -0.284
43 C 0.7245 -3.6734 2.8244  -0.031
44 C -0.8205 -2.2230 4.1430  -0.051
45 C -2.0145 -1.5560 4.3586  -0.280
46 C -2.2082 -0.6560 5.5516  -0.049
47 C -3.0490 -1.7398 3.4460  -0.018
48 C -2.8994 -2.5534 2.3324  -0.223
49 C -4.0559 -2.7574 1.3862  -0.027
50 C -0.7438 -3.8063 -2.8227  -0.169
51 C -1.7338 -3.2006 -3.6010  -0.212
52 C -3.1729 -3.1223 -3.1543  -0.060
53 C -1.3924 -2.6689 -4.8435  -0.003
54 C -0.1027 -2.7447 -5.3322  -0.265
55 C 0.2735 -2.1444 -6.6611  -0.049
56 C 0.8603 -3.3890 -4.5613  -0.017
57 C 0.5661 -3.9130 -3.3151  -0.233
58 C 1.6544 -4.5257 -2.4738  -0.029
59 C 1.6325 2.9920 2.4801  -0.120
60 C 1.3824 2.1910 3.6044  -0.201
61 C 2.0409 0.8440 3.7880  -0.035
62 C 0.5122 2.6449 4.5983  -0.018
63 C -0.1086 3.8840 4.5123  -0.278
64 C -1.1018 4.3397 5.5499  -0.054
65 C 0.1973 4.6916 3.4206  -0.014
66 C 1.0800 4.2887 2.4222  -0.200
67 C 1.4466 5.2883 1.3575  -0.025
68 H 4.5538 -2.0086 -5.5968  0.072
69 H 4.7044 -3.3615 -4.4576  0.065
70 H 6.0518 -2.2539 -4.6999  0.079
71 H 4.0900 0.2493 -4.7900  0.114
72 H 3.4019 2.3734 -4.1027  0.077
73 H 4.0427 2.8874 -2.5320  0.082
74 H 2.3643 2.3757 -2.6690  0.061
75 H 4.5363 -0.9356 0.9515  0.080
76 H 4.4320 -2.5916 0.3169  0.077
77 H 2.9632 -1.6330 0.5704  0.065
78 H 4.6637 -2.9335 -2.0043  0.114
79 H 5.7986 1.6326 -0.5963  0.126
80 H 5.9796 3.2842 1.2253  0.104
81 H 3.9852 3.8500 2.5492  0.126
82 H -1.1437 -6.3585 -2.1826  0.121
83 H -1.6544 -7.3270 0.0364  0.100
84 H -1.8671 -5.8409 2.0067  0.121
85 H 0.7255 -4.3614 1.9825  0.073
86 H 1.0391 -4.2134 3.7201  0.082
87 H 1.4651 -2.8936 2.6237  0.067
88 H -0.0028 -2.0965 4.8475  0.119
89 H -1.2720 -0.5114 6.0913  0.069
90 H -2.9397 -1.0815 6.2423  0.079
91 H -2.5851 0.3198 5.2380  0.074
92 H -3.9982 -1.2376 3.6089  0.122
93 H -4.9941 -2.4557 1.8508  0.080
94 H -4.1293 -3.8043 1.0869  0.083
95 H -3.9273 -2.1660 0.4768  0.038
96 H -3.3597 -3.7440 -2.2794  0.078
97 H -3.8362 -3.4437 -3.9594  0.085
98 H -3.4400 -2.0940 -2.9053  -0.055
99 H -2.1626 -2.1783 -5.4312  0.122
100 H -0.5721 -1.6263 -7.1125  0.072
101 H 0.6159 -2.9171 -7.3531  0.077
102 H 1.0853 -1.4252 -6.5301  0.078
103 H 1.8723 -3.4555 -4.9366  0.110
104 H 2.5824 -4.6022 -3.0398  0.068
105 H 1.3809 -5.5188 -2.1172  0.074
106 H 1.8346 -3.8944 -1.5974  0.077
107 H 2.9202 0.7367 3.1561  0.074
108 H 1.3376 0.0518 3.5203  0.031
109 H 2.3320 0.7011 4.8300  0.082
110 H 0.3309 2.0124 5.4634  0.111
111 H -1.1486 3.6397 6.3849  0.070
112 H -2.0972 4.4138 5.1039  0.080
113 H -0.8425 5.3266 5.9366  0.077
114 H -0.2171 5.6928 3.3740  0.122
115 H 1.5728 6.2772 1.8011  0.082
116 H 0.6499 5.3521 0.6209  0.077
117 H 2.3583 5.0081 0.8348  0.072
118 O -2.3882 1.6671 1.4325  -0.143
119 H -2.2874 2.0327 2.3159  0.095
120 H -1.9528 0.7731 1.4513  -0.026
121 O -3.3890 2.4494 -1.7632  -0.298
122 N -3.1336 1.2538 -1.1418  -0.752

[2]
Molecular formula: C8H10O5PZr
Method: DFT, ωB97M-V/def2-TZVPD

Summary:
Lowest unoccupied orbital energy   -15.197 eV
Maximum force   0.169 Eh/bohr
Calculated total energy   -1074.135506 a.u.
Charge   +3
HOMO-LUMO gap   6.6 eV

Last column: Löwdin charge in e.
Positions of all 25 atoms, in Å:
1 O -1.0701 2.6588 -4.3575  0.260
2 C -0.9940 2.1536 -3.3262  0.009
3 Zr -0.6846 1.3836 -0.8719  1.094
4 C -1.1999 1.8180 1.3531  -0.002
5 O -1.4804 1.9806 2.4724  0.249
6 C -1.1375 -0.8672 -1.2038  -0.240
7 O -1.3700 -2.0074 -1.4317  0.200
8 C 1.4395 1.5281 -1.6608  -0.036
9 O 2.4515 1.4558 -2.2497  0.238
10 C -2.8954 1.5589 -1.4860  0.003
11 O -3.9841 1.1968 -1.7260  0.264
12 H -0.5337 0.3043 -2.3866  0.054
13 C 1.5146 0.3063 1.8373  -0.200
14 P 0.3796 -0.5494 0.7119  0.713
15 C 1.5787 -1.7205 0.0414  -0.188
16 C -0.5433 -1.5441 1.9080  -0.168
17 H 2.3307 0.7857 1.2704  0.079
18 H 1.9077 -0.5116 2.4575  0.098
19 H 0.9960 1.0544 2.4583  0.056
20 H 1.9771 -2.3461 0.8702  0.107
21 H 1.1332 -2.3770 -0.7306  0.078
22 H 2.3623 -1.0925 -0.4195  0.070
23 H 0.1640 -2.2038 2.4531  0.110
24 H -1.0121 -0.8128 2.5953  0.069
25 H -1.3301 -2.1525 1.4217  0.084

[3]
Molecular formula: C2H4
Method: DFT, ωB97M-V/def2-TZVPD

Summary:
ΔE to the lowest compared entry with this formula, charge and spin   50.94 kJ/mol
Lowest unoccupied orbital energy   1.338 eV
Maximum force   0.051 Eh/bohr
Calculated total energy   -78.547000 a.u.
Charge   0
HOMO-LUMO gap   11.6 eV

Last column: Löwdin charge in e.
Positions of all 6 atoms, in Å:
1 C -0.6003 -0.0661 0.0190  -0.098
2 C 0.6971 -0.0625 -0.0419  -0.074
3 H -1.3671 -0.8102 -0.1039  0.044
4 H -1.1955 0.7877 0.0343  0.022
5 H 1.4230 -0.8404 0.1127  0.046
6 H 1.0428 0.9915 -0.0203  0.060